(1)
This record from the Open Molecules 2025 dataset describes a molecular structure, C33H57BrN2O2SiY at a distorted geometry. The level of theory is the ωB97M-V functional and the def2-TZVPD basis.

E_HOMO ... -10.1791 eV
Kohn-Sham gap ... 8.31 eV
Total charge ... +1
E_LUMO ... -1.87 eV
Energy relative to the best compared isomer or geometry (same formula, charge and spin) ... 2.436 eV

Geometry as XYZ:
```
97
Properties=species:S:1:pos:R:3:forces:R:3:mulliken_charge:R:1
O 1.4169 -3.1349 -2.0448 0.29 -0.91 1.46 -0.385
O 0.7798 -2.0322 -3.9816 -0.39 1.01 -1.13 -0.118
C 2.4597 -2.4256 -1.2938 0.02 0.45 -0.22 0.916
C 3.0081 -3.2403 -0.1556 0.08 -0.08 0.44 -1.462
H 2.0190 -1.4876 -0.9219 0.12 -0.19 -0.16 -0.506
H 3.2542 -2.1882 -2.0170 -0.44 -0.14 0.08 0.409
H 2.3552 -3.1977 0.7231 0.11 -0.13 -0.21 0.171
H 3.9676 -2.8055 0.1417 -0.11 -0.03 -0.05 0.502
H 3.1908 -4.2838 -0.4285 -0.02 0.14 -0.07 0.309
C 0.3161 -3.6798 -1.2191 0.47 0.16 0.14 0.146
C -0.6474 -4.3673 -2.1410 -0.23 -0.30 -0.22 -1.296
H -0.1280 -2.8455 -0.6537 0.12 -0.19 -0.12 -0.039
H 0.7838 -4.3794 -0.5138 -0.24 0.25 -0.22 0.415
H -1.1125 -3.6737 -2.8526 0.17 -0.34 0.20 0.237
H -1.4441 -4.8287 -1.5480 0.12 0.10 -0.08 0.405
H -0.1372 -5.1682 -2.6906 -0.14 0.19 0.08 0.359
C 0.0544 -0.7849 -3.6910 0.20 0.22 -0.20 -0.058
C 1.9173 -1.8704 -4.8820 0.27 0.11 -0.03 -0.095
C -1.3226 -1.1387 -3.2096 -0.33 -0.09 0.22 -0.937
H 0.0019 -0.2249 -4.6360 0.07 -0.21 0.30 0.631
H 0.6325 -0.1894 -2.9655 -0.15 -0.21 -0.14 0.122
H -1.8455 -1.7336 -3.9689 0.09 0.12 0.20 0.328
H -1.9068 -0.2282 -3.0288 0.22 -0.14 0.00 0.141
H -1.2835 -1.7080 -2.2705 -0.11 0.30 -0.23 0.087
C 1.8960 -2.9658 -5.9130 -0.15 -0.13 -0.12 -1.311
H 2.8258 -1.8867 -4.2668 -0.12 0.02 -0.17 0.196
H 1.8382 -0.8861 -5.3569 0.01 -0.19 0.21 0.417
H 1.8940 -3.9525 -5.4480 0.01 0.03 -0.01 0.308
H 2.7724 -2.8951 -6.5557 0.06 0.03 0.04 0.443
H 1.0116 -2.8714 -6.5477 0.06 -0.06 0.09 0.304
H 1.0774 -2.6423 -3.0093 -0.02 0.37 0.06 0.361
N -0.7016 -0.0146 3.1099 0.19 0.45 -0.44 1.117
C -1.5783 0.3526 4.0647 0.08 -0.35 -0.54 0.661
C -2.4538 1.4427 3.9263 0.29 0.04 0.10 -1.677
C -2.6280 2.2484 2.7834 0.51 0.33 -0.84 0.951
C -1.6895 -0.4572 5.3322 -0.23 -0.05 0.29 -1.721
H -0.7207 -0.8492 5.6648 -0.18 0.06 -0.23 0.304
H -2.3794 -1.3037 5.2044 0.21 0.18 0.04 0.210
H -2.0907 0.1804 6.1298 0.07 -0.22 -0.19 0.527
C -3.9179 3.0037 2.6258 -0.32 0.06 0.30 -1.563
H -4.5554 2.5485 1.8530 0.21 0.12 0.16 0.231
H -3.7376 4.0503 2.3467 -0.02 -0.29 -0.03 0.270
H -4.4644 2.9845 3.5740 0.00 0.03 -0.25 0.519
N -1.6906 2.3920 1.8399 -0.47 -0.45 0.37 1.344
C -0.2090 -1.3410 2.9871 -0.01 0.05 0.59 -0.471
C 1.1805 -1.5640 3.1369 -0.54 -0.18 -0.06 1.272
C 2.1274 -0.3991 3.2552 0.27 0.09 0.31 -1.499
C 1.6529 -2.8757 3.1778 -0.06 0.06 -0.18 -0.873
H 2.7158 -3.0357 3.3824 -0.35 -0.08 -0.12 0.390
C 0.7865 -3.9493 2.9600 0.02 -0.09 0.10 -0.736
H 1.1672 -4.9746 2.9964 -0.15 0.38 0.00 0.451
C -0.5655 -3.7118 2.7024 0.37 -0.03 -0.13 -0.909
H -1.2384 -4.5494 2.5001 0.20 0.23 0.09 0.492
C -1.0814 -2.4151 2.7007 0.46 0.15 0.24 1.224
C -2.5360 -2.1928 2.4200 -0.50 -0.14 -0.18 -1.714
C -1.9797 2.9180 0.5433 -0.36 0.42 -0.38 -0.250
C -1.5525 4.2253 0.2229 0.00 -0.70 -0.09 1.233
C -1.0211 5.1436 1.2829 0.08 0.47 0.25 -1.367
C -1.5971 4.6382 -1.1092 -0.26 -0.15 -0.23 -0.773
H -1.1937 5.6206 -1.3660 -0.21 -0.26 0.02 0.410
C -2.1714 3.8271 -2.0899 0.02 0.10 0.04 -1.219
H -2.2310 4.1737 -3.1238 0.01 -0.07 0.33 0.427
C -2.6897 2.5769 -1.7474 0.14 0.16 0.14 -0.710
H -3.1985 1.9628 -2.4947 0.21 0.18 0.15 0.561
C -2.5664 2.0895 -0.4470 0.33 0.41 0.34 0.706
C -2.9730 0.6813 -0.1242 -0.32 -0.33 -0.11 -0.734
Y 0.4947 1.7529 2.1132 -1.54 0.02 2.56 -0.128
H 2.4293 -0.0039 2.2562 -0.11 -0.16 0.35 0.118
H 3.0618 -0.7160 3.7376 -0.18 0.17 -0.20 0.596
H 1.7382 0.4220 3.8920 0.20 -0.39 -0.22 0.300
H -2.7256 -1.2715 1.8563 0.15 -0.14 0.25 0.159
H -3.1374 -2.1567 3.3403 0.14 0.06 -0.22 0.300
H -2.9267 -3.0298 1.8230 0.07 0.19 0.19 0.486
H -1.2083 6.1872 0.9868 0.12 -0.31 0.13 0.536
H 0.0664 5.0461 1.4361 -0.32 -0.02 0.03 0.092
H -1.5049 4.9804 2.2548 0.16 0.01 -0.26 0.252
H -3.5663 0.6215 0.7973 0.18 -0.04 -0.17 0.343
H -2.1041 0.0089 -0.0104 -0.14 0.33 0.09 -0.251
H -3.5867 0.2746 -0.9416 0.12 0.10 0.23 0.616
H -3.1535 1.6085 4.7416 0.19 -0.05 -0.14 0.368
C 0.8289 1.3458 0.0123 0.57 -1.11 -3.05 2.190
Si 2.1687 2.3595 -0.7891 -0.30 0.02 -0.27 0.172
H -0.1033 1.5890 -0.5477 0.34 -0.08 0.40 -0.909
H 1.0141 0.2689 -0.2070 -0.04 0.28 0.12 -1.444
C 3.7774 1.3948 -0.9531 0.13 0.04 0.14 -0.783
C 2.4311 3.9029 0.2469 0.28 0.07 0.06 -1.063
C 1.6922 2.9284 -2.5143 0.03 0.21 -0.27 -0.861
H 2.4054 3.6856 -2.8748 -0.14 -0.19 0.03 0.411
H 0.6935 3.3849 -2.5410 0.17 -0.12 0.08 0.143
H 1.6992 2.1032 -3.2390 0.01 0.08 0.09 0.196
H 4.3002 1.3268 0.0102 -0.01 -0.05 -0.18 0.320
H 4.4385 1.9122 -1.6618 -0.05 -0.13 0.19 0.389
H 3.6169 0.3745 -1.3285 0.00 0.19 0.05 0.038
H 2.5094 3.7008 1.3305 0.09 0.18 -0.41 0.320
H 1.6220 4.6309 0.0943 0.19 -0.16 -0.02 0.178
H 3.3729 4.3814 -0.0594 -0.21 0.02 0.14 0.452
Br 1.7929 3.2755 3.8647 0.16 0.24 0.31 -0.619
```
Forces are in eV/Å.

=====

(2)
This record from the Open Molecules 2025 dataset describes a molecular structure, C33H57ClN2O2PdSi at a distorted geometry. The level of theory is the ωB97M-V functional and the def2-TZVPD basis.

Spin multiplicity ... 3
E_HOMO (spin up / spin down) ... -4.0914 / -6.7582 eV
⟨S²⟩ ... 2.008
Kohn-Sham gap (spin up / spin down) ... 4.23 / 6.89 eV
E_LUMO (spin up / spin down) ... 0.14 / 0.13 eV
Energy relative to the best compared isomer or geometry (same formula, charge and spin) ... 3.920 eV

Geometry as XYZ:
```
97
Properties=species:S:1:pos:R:3:forces:R:3:mulliken_charge:R:1
O 1.7430 -3.0148 -2.0596 0.07 -0.39 0.71 -0.328
O 0.9790 -1.4615 -3.6891 -0.28 0.62 -0.70 -0.090
C 2.6677 -2.2316 -1.1581 -0.43 0.29 0.07 0.874
C 3.3937 -3.1901 -0.2405 0.12 0.02 0.28 -1.311
H 2.0336 -1.5374 -0.5807 0.30 -0.04 -0.27 -0.375
H 3.3226 -1.6574 -1.8232 -0.23 -0.32 0.07 0.211
H 2.8741 -3.2833 0.7180 0.00 -0.07 -0.17 0.166
H 4.3963 -2.8147 -0.0067 -0.22 0.02 -0.14 0.441
H 3.4984 -4.1746 -0.7012 0.05 0.06 -0.02 0.298
C 0.5110 -3.4338 -1.3430 0.58 0.08 0.07 0.392
C -0.3279 -4.2620 -2.2798 -0.16 -0.17 0.13 -1.419
H 0.0292 -2.5045 -1.0254 -0.09 -0.20 0.08 -0.155
H 0.8528 -3.9739 -0.4592 -0.06 0.03 -0.13 0.419
H -0.9155 -3.6171 -2.9323 0.11 -0.30 -0.10 0.290
H -1.0183 -4.8470 -1.6665 -0.02 0.02 -0.16 0.398
H 0.2692 -4.9595 -2.8821 -0.07 0.21 0.24 0.317
C -0.2139 -0.6894 -3.9769 0.02 0.36 -0.29 -0.392
C 2.0378 -1.2730 -4.6512 0.06 0.02 0.21 -0.417
C -1.2674 -0.8821 -2.9252 -0.35 -0.17 0.38 -0.555
H -0.5735 -0.9889 -4.9746 0.05 -0.02 0.27 0.323
H 0.0859 0.3667 -4.0341 -0.02 -0.24 0.12 0.280
H -1.6342 -1.9141 -2.9014 0.00 0.30 -0.02 0.214
H -2.1266 -0.2373 -3.1425 0.20 -0.06 -0.05 0.456
H -0.9243 -0.6052 -1.9207 0.10 0.07 -0.23 -0.272
C 2.2752 -2.5678 -5.3816 -0.09 -0.12 -0.37 -1.227
H 2.9204 -0.9697 -4.0760 -0.09 0.14 -0.23 0.167
H 1.7370 -0.4716 -5.3322 0.21 -0.06 0.15 0.514
H 2.4912 -3.3879 -4.6915 0.02 0.10 -0.07 0.254
H 3.1183 -2.4556 -6.0629 0.05 -0.06 0.00 0.432
H 1.3961 -2.8310 -5.9794 0.11 -0.04 0.11 0.314
H 1.3790 -2.4365 -2.8723 0.01 0.38 0.65 0.727
N -0.4907 0.0084 3.2167 -1.01 -0.87 0.36 -0.065
C -1.3951 0.4006 4.1168 0.23 -0.68 -0.50 1.018
C -2.2720 1.4720 3.9396 -0.31 -0.21 0.89 -2.028
C -2.6024 2.1210 2.7495 0.42 0.56 -1.56 1.203
C -1.5470 -0.4294 5.3664 -0.22 0.09 0.44 -1.491
H -0.5807 -0.7057 5.8004 -0.28 0.00 -0.16 0.187
H -2.1094 -1.3547 5.1695 0.18 0.23 -0.06 0.223
H -2.1066 0.1479 6.1071 0.04 -0.15 -0.02 0.482
C -3.8379 2.9897 2.7152 -0.28 0.10 0.53 -1.526
H -4.5432 2.6673 1.9357 0.28 0.07 0.16 0.252
H -3.5937 4.0464 2.5296 0.02 -0.32 -0.05 0.241
H -4.3410 2.9212 3.6846 -0.05 0.11 -0.19 0.465
N -1.8811 2.0225 1.6392 -2.09 0.67 0.85 2.214
C -0.0964 -1.3618 3.1335 -0.01 -0.44 0.70 0.110
C 1.0635 -1.8469 3.7850 -0.38 0.22 -0.50 1.169
C 1.8811 -0.9722 4.6794 0.51 0.08 0.20 -1.364
C 1.4601 -3.1649 3.5685 -0.29 -0.06 -0.03 -1.015
H 2.3893 -3.5036 4.0266 -0.22 -0.02 -0.10 0.367
C 0.6705 -4.0399 2.8245 0.04 0.00 -0.06 -0.907
H 0.9827 -5.0722 2.6839 -0.05 0.11 0.06 0.439
C -0.5359 -3.5953 2.2888 0.24 0.12 0.01 -0.659
H -1.2080 -4.2782 1.7681 0.18 0.04 0.06 0.502
C -0.9251 -2.2638 2.4231 0.34 0.33 0.35 1.400
C -2.2431 -1.8091 1.8707 -0.29 0.23 -0.27 -1.158
C -2.2456 2.7244 0.4663 0.00 0.15 -0.66 -1.278
C -1.5992 3.9618 0.2021 -0.16 -0.75 -0.33 1.427
C -0.7683 4.5857 1.2751 0.21 0.22 0.26 -1.157
C -1.5993 4.4669 -1.0997 -0.30 -0.11 0.13 -0.470
H -1.0490 5.3924 -1.3030 -0.21 -0.36 -0.02 0.387
C -2.2685 3.7877 -2.1205 -0.08 0.22 -0.17 -1.230
H -2.2560 4.1877 -3.1406 0.01 -0.17 0.40 0.346
C -2.9720 2.6162 -1.8414 -0.06 0.22 0.14 -0.608
H -3.5316 2.0994 -2.6282 0.20 0.22 0.18 0.425
C -2.9874 2.0747 -0.5552 0.61 0.63 0.34 0.645
C -3.6853 0.7773 -0.2985 -0.26 -0.33 -0.12 -1.139
Pd 0.0727 1.3017 1.7321 0.90 0.35 2.83 -0.344
H 2.6440 -1.5922 5.1676 -0.13 0.19 0.01 0.442
H 1.2848 -0.4889 5.4619 0.16 -0.06 -0.22 0.236
H 2.3985 -0.1959 4.1001 -0.26 -0.15 0.16 0.193
H -2.1971 -0.7680 1.5163 0.02 -0.34 0.21 -0.454
H -3.0434 -1.8626 2.6294 0.26 0.06 -0.20 0.333
H -2.5451 -2.4488 1.0291 -0.01 0.11 0.19 0.489
H -0.1954 5.4297 0.8767 -0.15 -0.07 0.12 0.460
H -0.0469 3.8571 1.6913 -0.33 0.30 -0.15 -0.053
H -1.3945 4.9415 2.1043 0.19 -0.05 -0.07 0.339
H -4.1736 0.7557 0.6835 0.17 -0.09 -0.19 0.282
H -2.9959 -0.0775 -0.3577 -0.07 0.21 0.15 -0.129
H -4.4516 0.6121 -1.0679 0.09 0.04 0.19 0.543
H -2.8821 1.7322 4.8028 0.08 -0.15 -0.20 0.212
C 0.4790 1.6383 -0.1131 0.14 -0.04 -4.27 1.355
Si 2.0316 2.4494 -0.8930 -1.75 -1.08 0.47 0.258
H -0.3961 2.0555 -0.6509 0.60 -0.29 0.00 -1.230
H 0.4994 0.5542 -0.3572 0.25 0.21 -0.52 -0.258
C 3.5029 1.3520 -1.2494 0.45 -0.21 0.16 -0.523
C 2.5378 3.9635 0.0633 0.40 0.41 0.03 -1.023
C 1.3565 2.8018 -2.6248 0.07 0.47 -0.47 -0.870
H 1.7114 3.7781 -2.9829 -0.08 -0.14 -0.23 0.360
H 0.2574 2.8027 -2.6653 0.35 0.10 0.14 0.112
H 1.7110 2.0269 -3.3249 0.01 0.24 0.13 0.203
H 3.8020 0.7628 -0.3756 0.00 0.19 -0.15 0.300
H 4.3413 1.9931 -1.5534 -0.02 -0.17 -0.04 0.435
H 3.2847 0.6653 -2.0794 -0.02 0.15 0.09 -0.343
H 2.4781 3.7731 1.1447 0.00 0.00 -0.30 0.246
H 1.9092 4.8329 -0.1772 0.12 -0.21 0.08 0.255
H 3.5807 4.2204 -0.1739 -0.21 0.09 0.08 0.425
Cl 2.2534 0.3666 1.7165 1.84 -0.71 0.18 -0.608
```
Forces are in eV/Å.

=====

Q: energy relative to the best compared isomer or geometry (same formula, charge and spin) of number 2 (C33H57ClN2O2PdSi)?
A: 3.920 eV